# 1
Molecular formula: C41H42F6N3O2
Method: DFT, wB97M-V/def2-TZVPD

The geometry in XYZ format:
```
94
Properties=species:S:1:pos:R:3:forces:R:3
C -0.1258 5.1589 0.8017 -0.3 0.2 0.0
O 0.7729 4.0342 0.8200 1.1 -0.1 -0.1
C 1.9650 4.2525 0.2419 -1.0 1.4 -0.5
O 2.2310 5.3060 -0.3083 0.0 -1.2 0.3
C 2.9473 3.0793 0.3404 -0.6 0.4 1.0
C 4.2316 3.6399 0.9697 0.3 -0.5 0.1
C 4.9398 4.3032 -0.2048 0.2 0.5 -0.1
C 4.4451 3.5759 -1.4536 1.1 1.0 -0.1
N 3.3326 2.7416 -1.0177 -0.3 -2.2 -1.6
C 2.7825 1.8673 -1.8688 -0.7 1.7 0.8
C 1.4453 1.1421 -1.5445 0.5 2.7 -2.6
C 0.5874 0.8558 -2.8161 -0.3 0.0 -0.7
C 0.8865 1.7215 -4.0367 0.3 0.1 -0.1
C 2.3555 1.6187 -4.4221 -0.5 -0.3 -0.2
C 3.1970 2.1620 -3.2737 0.3 -0.2 -1.3
H -1.0171 4.8123 1.3287 0.2 0.1 -0.1
H 0.3317 6.0078 1.3224 -0.1 -0.2 -0.2
H -0.3678 5.4317 -0.2323 0.1 0.0 0.3
H 2.4795 2.2602 0.8922 0.3 0.1 -0.3
H 4.0360 4.3405 1.7832 -0.1 -0.2 -0.1
H 4.8356 2.8186 1.3633 -0.1 0.0 0.0
H 4.6311 5.3475 -0.2792 0.2 -0.2 0.1
H 6.0311 4.2658 -0.1411 -0.2 0.0 0.1
H 4.1403 4.3334 -2.1958 -0.1 -0.5 0.2
H 5.2525 2.9775 -1.8943 -0.4 -0.1 0.1
H 1.0035 2.0814 -1.1174 -0.1 -0.4 -0.4
H 0.5811 -0.2210 -3.0813 0.4 0.5 0.2
H -0.4574 1.0986 -2.5980 0.4 -0.2 0.4
H 0.2357 1.4671 -4.8889 0.2 -0.1 0.4
H 0.6444 2.7712 -3.7988 0.1 -0.1 0.0
H 2.6142 0.5855 -4.6770 -0.1 0.1 0.1
H 2.5353 2.2358 -5.3157 0.2 -0.3 0.3
H 3.1656 3.2540 -3.4641 0.2 -0.4 0.7
H 4.2424 1.8607 -3.4099 0.0 0.1 0.1
F -6.6196 0.9221 -2.4177 0.8 0.3 0.8
C -5.6485 1.4706 -1.6436 -0.1 1.6 -1.2
F -4.5268 1.6233 -2.4257 -1.0 -0.2 0.4
F -6.0466 2.7475 -1.3128 0.2 -1.2 -0.5
C -5.3266 0.7108 -0.3966 0.4 0.2 0.6
N -4.3097 1.4674 0.3417 -0.8 -1.0 -0.6
C -4.7669 2.3598 1.3210 -0.3 0.9 0.6
C -5.7250 1.9317 2.2496 0.6 0.2 -0.2
C -6.1455 2.8117 3.2403 -0.1 0.0 -0.1
C -5.6470 4.1141 3.2831 -0.1 0.2 0.0
C -4.7362 4.5625 2.3215 0.1 -0.5 -0.2
C -4.2832 3.6827 1.3370 -0.5 -0.3 0.3
C -2.9790 1.1647 0.1789 0.5 -0.1 -0.2
C -1.9920 1.8040 0.9560 -0.3 0.0 0.0
C -0.6540 1.5120 0.7722 0.2 -1.0 -0.1
C -0.2992 0.5058 -0.1159 0.5 -0.1 -0.8
C 1.1888 0.2217 -0.4490 -0.9 -2.3 3.1
C 1.3609 -1.3538 -0.3621 0.7 0.2 0.0
C 2.3884 -2.1790 -0.8814 -0.8 0.3 0.5
C 2.4807 -3.5289 -0.4924 -0.1 0.0 0.1
C 1.5890 -4.1265 0.4490 -0.3 0.8 -0.4
N 1.7081 -5.4395 0.8857 1.2 -0.1 -0.3
C 2.7597 -6.2981 0.3194 -0.5 0.4 0.6
C 2.1927 -7.0570 -0.8430 -1.2 -0.7 -1.0
F 3.1121 -7.8241 -1.4879 -0.7 0.7 0.5
F 1.1838 -7.8950 -0.4084 1.1 0.8 -0.7
F 1.6291 -6.2003 -1.7599 0.6 -1.0 0.6
C 0.9070 -6.0690 1.8723 -1.1 -1.2 0.6
C -0.5038 -6.1160 1.7810 0.5 -0.3 0.2
C -1.2447 -6.9944 2.5861 0.2 0.3 0.1
C -0.6151 -7.8091 3.5303 0.1 0.0 0.0
C 0.7799 -7.7641 3.6444 -0.3 0.2 0.0
C 1.5197 -6.9025 2.8373 0.0 0.4 -0.1
C 0.5524 -3.2981 0.9357 0.7 0.1 -0.4
C 0.5027 -1.9632 0.5672 -0.3 -0.1 0.3
C -1.2691 -0.1494 -0.8971 0.0 0.3 0.6
C -2.5980 0.1921 -0.7777 0.3 0.2 0.4
H -6.2334 0.6596 0.2066 0.1 -0.2 -0.2
H -4.9737 -0.2896 -0.6576 -0.3 0.1 0.2
H -6.0905 0.9000 2.1944 0.1 0.5 0.2
H -6.8736 2.4589 3.9686 0.2 0.2 -0.1
H -5.9782 4.7961 4.0665 0.0 -0.2 -0.2
H -4.3702 5.5857 2.3178 -0.1 -0.1 0.1
H -3.5482 3.9906 0.5892 -0.4 0.0 0.2
H -2.2564 2.5206 1.7291 -0.1 -0.2 -0.3
H 0.1130 2.0208 1.3654 -0.5 -0.3 -0.2
H 1.7477 0.5898 0.4204 0.0 -0.2 0.0
H 3.1275 -1.7614 -1.5731 -0.2 -0.3 0.2
H 3.2790 -4.1273 -0.9361 -0.3 0.3 0.1
H 3.6199 -5.7067 0.0119 0.0 -0.3 0.1
H 3.0342 -7.0468 1.0659 0.3 0.3 -0.3
H -1.0068 -5.4940 1.0471 0.0 -0.3 0.0
H -2.3301 -7.0498 2.4639 0.4 0.1 0.0
H -1.2014 -8.4800 4.1761 0.3 0.3 -0.5
H 1.2909 -8.4124 4.3653 -0.2 0.4 -0.3
H 2.6065 -6.8861 2.9489 -0.3 0.0 0.0
H -0.2140 -3.6747 1.6027 0.3 0.1 0.1
H -0.2683 -1.3768 1.0779 0.4 -0.3 -0.4
H -0.9792 -0.9326 -1.6070 -0.1 0.3 0.4
H -3.3248 -0.3077 -1.4061 0.3 0.2 0.1
```
Forces are in eV/Å.

Energy, eV: -68062.4053
Energy relative to the best compared isomer or geometry (same formula, charge and spin), kcal per mole: 18.0
Charge: +1

Population analysis type Löwdin, resulting atomic charges in e: -0.003 -0.058 -0.419 0.132 -0.138 -0.083 -0.135 -0.123 0.029 0.024 -0.166 -0.123 -0.184 -0.178 -0.119 0.089 0.108 0.109 0.147 0.138 0.130 0.114 0.127 0.140 0.140 0.162 0.139 0.114 0.129 0.128 0.124 0.126 0.138 0.141 0.138 -0.528 0.109 0.120 -0.029 -0.031 -0.239 -0.011 -0.070 -0.082 -0.069 -0.037 -0.178 -0.001 -0.029 -0.248 -0.179 -0.149 -0.026 -0.016 -0.180 -0.019 -0.034 -0.522 0.131 0.119 0.115 -0.212 -0.026 -0.072 -0.085 -0.073 -0.032 0.006 -0.046 -0.062 0.004 0.132 0.134 0.120 0.110 0.107 0.105 0.118 0.104 0.113 0.130 0.107 0.097 0.129 0.125 0.109 0.108 0.110 0.111 0.114 0.099 0.123 0.135 0.103



# 2
Molecular formula: C41H42HgP2Te
Method: DFT, wB97M-V/def2-TZVPD

The geometry in XYZ format:
```
87
Properties=species:S:1:pos:R:3:forces:R:3
Hg 0.4420 2.6333 -3.0464 1.9 3.7 4.4
C -1.4264 1.6586 -3.3385 -3.2 -3.0 0.2
C -0.8068 0.5099 -2.8282 -1.8 -0.2 0.6
C 0.4448 -0.2249 -3.1049 0.5 -0.6 -1.7
C 1.0765 0.0452 -4.4983 -0.2 -0.5 0.8
C 1.3699 1.5283 -4.5914 0.5 -0.3 -4.0
C 0.4795 2.4737 -5.1520 1.8 -2.1 -3.3
C -0.8518 2.0829 -5.7899 -0.3 0.6 -0.2
C -1.9633 1.7824 -4.7573 0.7 1.0 -0.5
C 0.5776 3.6979 -1.2430 0.4 0.5 0.2
H -2.0973 2.1674 -2.6271 -0.3 -0.9 -0.2
H -1.4230 -0.0927 -2.0538 1.4 1.5 0.6
H 0.3239 -1.3016 -2.9253 -0.2 0.2 -0.1
H 1.2354 0.0507 -2.3768 -0.6 0.2 0.2
H 2.0126 -0.5428 -4.5474 -0.3 0.5 -0.1
H 0.4164 -0.3171 -5.3063 0.2 0.4 0.3
H 2.4432 1.7655 -4.6281 -0.6 0.3 0.5
H 0.9524 3.3512 -5.6252 -0.2 -0.1 0.9
H -0.7802 1.2488 -6.5119 0.5 0.3 0.4
H -1.1605 2.9601 -6.3783 0.1 -0.4 0.1
H -2.6794 2.6207 -4.7883 0.2 -0.4 0.2
H -2.5203 0.8730 -5.0288 0.3 0.3 0.2
H -0.3277 4.3161 -1.1569 0.3 -0.2 0.1
H 1.4754 4.3349 -1.2514 -0.5 -0.2 0.1
H 0.6446 3.0048 -0.3935 -0.1 0.2 -0.3
P -1.8096 -0.8372 -0.2263 -0.3 -0.9 -1.6
P 2.1455 -0.0109 1.5660 0.3 0.1 0.7
C -0.4644 -0.2177 0.7415 1.4 -0.4 0.8
C 0.8186 -0.6490 0.5368 -1.8 0.2 -0.2
C -2.2668 -2.5462 0.1158 -0.2 -0.3 0.8
C -2.2680 -3.5157 -0.9096 0.0 0.7 0.4
C -2.7000 -4.8024 -0.6286 -0.1 -0.3 0.4
C -3.1175 -5.1337 0.6695 0.1 0.3 0.0
C -3.0955 -4.1764 1.6940 0.1 -0.4 -0.4
C -2.6578 -2.8876 1.4203 -0.1 -0.1 -0.3
C -3.2501 0.2367 -0.1388 -0.4 0.4 0.6
C -3.0659 1.6110 0.1198 -0.2 -0.5 0.0
C -4.1679 2.4611 0.1868 -0.1 -0.2 -0.2
C -5.4509 1.9571 -0.0539 0.1 -0.1 -0.1
C -5.6328 0.6019 -0.3672 0.0 0.3 0.0
C -4.5443 -0.2614 -0.4072 0.6 0.2 0.1
C 3.3173 -1.4220 1.4478 0.1 -0.1 0.2
C 2.8319 -2.7341 1.5855 0.5 0.2 -0.2
C 3.7166 -3.8097 1.4996 0.3 0.2 0.0
C 5.0891 -3.5838 1.3179 -0.2 0.3 0.0
C 5.5776 -2.2700 1.2390 -0.3 -0.3 0.1
C 4.6960 -1.1935 1.3212 -0.2 -0.4 -0.1
C 2.9709 1.1539 0.4091 0.2 0.3 0.0
C 3.3253 2.4295 0.8905 0.0 -0.5 -0.4
C 4.0133 3.3164 0.0606 0.0 0.0 -0.1
C 4.2927 2.9642 -1.2635 -0.1 0.2 0.1
C 3.9083 1.7137 -1.7525 -0.1 -0.2 0.1
C 3.2842 0.7917 -0.9068 0.2 0.5 -0.1
H -0.7213 0.4320 1.6005 0.2 0.0 -0.4
H 1.0493 -1.4298 -0.2043 -0.2 0.3 0.1
H -1.9483 -3.2362 -1.9170 -0.1 -0.1 0.3
H -2.7218 -5.5559 -1.4162 0.0 0.2 0.2
H -3.4652 -6.1430 0.8838 0.1 0.2 -0.1
H -3.4209 -4.4388 2.6995 0.1 0.0 -0.2
H -2.6445 -2.1234 2.2030 0.0 -0.1 -0.1
H -2.0656 1.9900 0.3260 -0.2 0.0 0.1
H -4.0164 3.5130 0.4366 -0.1 -0.3 -0.1
H -6.3117 2.6257 -0.0082 0.2 -0.2 0.0
H -6.6370 0.2179 -0.5720 0.4 0.2 0.1
H -4.6714 -1.3251 -0.6317 0.0 0.4 0.1
H 1.7671 -2.9092 1.7411 0.2 0.0 0.0
H 3.3391 -4.8290 1.5748 0.1 0.2 0.0
H 5.7805 -4.4240 1.2490 -0.2 0.2 0.0
H 6.6421 -2.0833 1.1139 -0.2 -0.1 0.0
H 5.0762 -0.1720 1.2656 -0.1 -0.3 0.0
H 3.0754 2.7054 1.9169 0.1 -0.1 -0.3
H 4.3221 4.2888 0.4508 -0.1 -0.3 -0.2
H 4.8110 3.6717 -1.9169 -0.2 -0.2 0.2
H 4.1158 1.4386 -2.7919 0.1 0.1 0.4
H 3.0828 -0.2226 -1.2619 0.0 0.3 0.1
Te -2.6207 0.4911 3.7865 -0.6 0.3 -1.1
C -1.3045 0.1195 5.3238 0.4 -0.3 0.6
C -0.7958 1.1924 6.1046 -0.1 -1.4 0.0
C -0.1009 0.8875 7.2790 -0.1 -0.1 -0.3
C 0.1090 -0.4486 7.6527 0.0 0.0 -0.1
C -0.3450 -1.5010 6.8446 0.0 0.1 -0.3
C -1.0413 -1.2365 5.6594 0.3 1.4 0.7
H -1.0071 2.2078 5.7665 0.1 -0.2 0.3
H 0.2737 1.6973 7.9082 -0.1 -0.2 -0.1
H 0.6362 -0.6723 8.5818 -0.1 0.1 -0.3
H -0.1610 -2.5353 7.1393 0.0 0.2 0.0
H -1.4334 -2.0049 4.9941 0.2 0.0 0.4
```
Forces are in eV/Å.

Energy, eV: -73234.7414
Energy relative to the best compared isomer or geometry (same formula, charge and spin), kcal per mole: 24.3

Population analysis type Löwdin, resulting atomic charges in e: 1.332 -0.308 -0.161 -0.208 -0.151 -0.253 -0.250 -0.174 -0.163 -0.271 0.099 0.019 0.129 0.089 0.127 0.124 0.115 0.125 0.123 0.112 0.118 0.125 -0.017 -0.031 -0.018 1.005 1.058 -0.340 -0.366 -0.372 -0.110 -0.100 -0.080 -0.069 -0.086 -0.370 -0.142 -0.087 -0.087 -0.088 -0.085 -0.386 -0.100 -0.087 -0.092 -0.088 -0.103 -0.401 -0.098 -0.089 -0.097 -0.111 -0.124 -0.026 0.070 0.091 0.100 0.100 0.109 0.025 0.090 0.107 0.100 0.104 0.106 0.104 0.102 0.098 0.100 0.103 0.106 0.109 0.105 0.095 0.107 0.584 -0.776 -0.184 -0.122 -0.132 -0.123 -0.190 0.070 0.090 0.086 0.089 0.063



# 3
Molecular formula: C41H42NO13S
Method: DFT, wB97M-V/def2-TZVPD

The geometry in XYZ format:
```
98
Properties=species:S:1:pos:R:3:forces:R:3
C -1.0149 0.6187 -1.8329 -1.4 0.3 -0.2
C -0.6238 2.2008 -1.6639 0.4 -0.1 -1.2
C 0.9672 2.4816 -1.3198 -0.2 0.0 0.6
C 1.4066 2.0192 0.2086 0.0 1.8 -0.1
C 2.9895 2.3064 0.5136 0.2 -0.2 -0.6
C 3.6810 3.4833 -0.3925 1.1 0.3 0.2
C 3.1744 5.0093 -0.0461 -0.3 0.2 0.6
C 4.0901 6.2053 -0.6905 -1.3 1.4 0.9
N 4.7085 5.8947 -2.0340 -2.7 -1.4 -1.1
C 3.6828 5.5496 -3.0931 -3.8 0.8 0.2
C 4.1802 4.4333 -4.2353 0.6 -0.2 0.6
O 2.4208 6.0300 -3.1467 7.9 -2.6 0.5
S 0.3487 3.1003 1.3769 1.1 2.0 0.4
C -1.1729 2.0149 1.7745 -1.1 -1.2 -0.8
O -0.1807 4.3878 0.7021 0.7 -3.1 1.7
O 1.0308 3.3681 2.7401 -1.6 -1.0 -3.0
H -1.5564 0.4708 -2.8799 1.2 0.2 2.2
H -0.1155 -0.1283 -1.7876 -1.7 1.5 0.2
H -1.8589 0.3958 -1.0201 2.1 0.0 -1.6
H -0.8173 2.7074 -2.7266 0.4 -0.9 2.3
H -1.3733 2.7086 -0.9220 1.8 -0.9 -1.3
H 1.6563 1.8409 -2.0529 -1.6 1.3 1.4
H 1.1393 3.6356 -1.5270 -0.2 -2.3 0.3
H 3.2452 2.5327 1.6407 -0.9 -0.4 -2.2
H 3.5708 1.2965 0.2559 -1.2 2.1 0.4
H 4.8448 3.4618 -0.1260 -2.1 0.0 -0.5
H 3.6444 3.2232 -1.5573 -0.2 0.7 2.5
H 2.0563 5.2289 -0.3537 2.3 -0.8 0.6
H 3.2135 5.1637 1.1372 -0.1 -0.5 -2.5
H 3.3546 7.1282 -0.8716 1.7 -2.0 0.4
H 4.8875 6.6106 0.0992 -1.3 -1.1 -2.0
H 5.4195 5.1387 -1.9251 -1.0 0.8 -0.5
H 5.2291 3.9570 -3.9232 -2.2 1.2 -0.6
H 4.3040 4.9211 -5.2947 -0.4 -0.8 2.2
H 3.4332 3.5098 -4.2856 1.3 2.3 0.2
H -2.1068 2.4378 1.1712 2.0 -0.6 1.5
H -1.3797 1.9309 2.9293 0.6 0.4 -2.3
H -0.9890 0.9276 1.3223 -0.1 2.5 1.1
C -2.0614 1.6705 -6.1742 -0.4 0.1 -0.3
C -2.5209 2.4486 -7.1590 0.0 -0.3 0.3
C -1.6506 3.4399 -7.8215 -0.2 0.5 -0.6
O -2.0708 4.1539 -8.7216 0.2 -0.4 0.5
C -0.2531 3.5369 -7.3550 0.3 -0.2 0.3
C 0.2064 2.7588 -6.3703 0.1 0.4 -0.3
C -0.6640 1.7675 -5.7077 0.4 -0.6 0.9
O -0.2437 1.0536 -4.8077 -0.3 0.5 -1.0
H -2.6867 0.9389 -5.6772 0.0 0.0 0.0
H -3.5432 2.3891 -7.5129 0.0 0.0 0.0
H 0.3721 4.2685 -7.8521 -0.1 0.0 0.0
H 1.2286 2.8184 -6.0163 -0.1 0.0 0.0
C -0.0296 -0.0548 6.7277 0.1 0.1 -0.4
C 0.0703 -0.1505 5.3984 0.2 0.2 0.3
C -0.8213 -1.0372 4.6250 0.1 0.0 -1.0
O -0.7293 -1.1269 3.4085 -0.1 -0.1 0.9
C -1.8281 -1.8122 5.3770 -0.2 -0.2 0.4
C -1.9281 -1.7164 6.7064 -0.1 -0.1 -0.4
C -1.0364 -0.8298 7.4797 0.0 0.1 0.7
O -1.1285 -0.7400 8.6963 0.0 -0.1 -0.6
H 0.6170 0.5902 7.3102 0.0 0.0 0.0
H 0.8031 0.4119 4.8323 0.0 0.0 -0.1
H -2.4747 -2.4571 4.7946 0.0 0.1 0.0
H -2.6608 -2.2789 7.2725 0.0 0.0 0.0
C -6.9324 0.0552 7.7656 0.1 -0.5 0.0
C -6.3284 -0.9447 7.1163 -0.3 0.2 0.4
C -5.5215 -0.6951 5.9055 0.4 -0.6 -0.5
O -4.9700 -1.6100 5.3095 -0.4 0.5 0.4
C -5.4067 0.7017 5.4414 -0.1 0.4 0.0
C -6.0107 1.7017 6.0907 0.3 -0.2 -0.3
C -6.8176 1.4521 7.3014 -0.4 0.7 0.4
O -7.3691 2.3670 7.8975 0.3 -0.6 -0.4
H -7.5285 -0.1107 8.6546 0.0 0.0 0.0
H -6.4024 -1.9746 7.4445 0.0 0.0 0.0
H -4.8106 0.8676 4.5523 0.0 0.0 0.0
H -5.9366 2.7315 5.7624 0.0 0.0 0.0
C 0.4400 -3.2075 0.1087 -0.4 -0.1 0.3
C -0.7298 -3.8538 0.1249 0.3 0.2 0.1
C -1.1573 -4.6928 -1.0120 -0.6 -0.2 0.1
O -2.2287 -5.2831 -0.9989 0.5 0.2 0.0
C -0.2418 -4.7912 -2.1662 0.4 0.1 -0.2
C 0.9280 -4.1449 -2.1823 -0.3 -0.3 -0.2
C 1.3555 -3.3059 -1.0454 0.8 0.6 0.1
O 2.4269 -2.7156 -1.0586 -0.7 -0.6 0.0
H 0.7683 -2.5875 0.9339 0.0 0.1 0.0
H -1.4120 -3.7923 0.9643 0.0 0.0 0.0
H -0.5701 -5.4112 -2.9914 0.0 0.0 0.0
H 1.6103 -4.2064 -3.0217 0.0 0.0 0.0
C 1.4616 -9.6661 -1.4524 -0.4 0.1 -0.3
C 1.0021 -8.8880 -2.4371 -0.1 -0.3 0.3
C 1.8725 -7.8967 -3.0997 -0.3 0.5 -0.6
O 1.4522 -7.1827 -3.9998 0.3 -0.5 0.6
C 3.2699 -7.7997 -2.6332 0.4 -0.1 0.3
C 3.7294 -8.5778 -1.6484 0.1 0.3 -0.3
C 2.8591 -9.5691 -0.9859 0.3 -0.5 0.7
O 3.2793 -10.2831 -0.0858 -0.3 0.5 -0.6
H 0.8364 -10.3977 -0.9553 0.0 0.0 0.0
H -0.0201 -8.9476 -2.7911 0.0 0.0 0.0
H 3.8952 -7.0681 -3.1302 0.0 0.0 0.0
H 4.7517 -8.5182 -1.2945 0.0 0.0 0.0
```
Forces are in eV/Å.

Energy, eV: -82129.0809
Charge: -1

Population analysis type Löwdin, resulting atomic charges in e: -0.154 -0.257 -0.265 -0.340 -0.270 -0.232 -0.185 -0.231 -0.017 -0.319 -0.057 -0.079 0.674 -0.210 -0.477 -0.495 0.048 0.073 0.068 0.094 0.078 0.114 0.088 0.098 0.097 0.105 0.093 0.101 0.129 0.127 0.121 0.098 0.079 0.078 0.085 0.063 0.056 0.058 0.027 0.016 -0.390 0.086 0.020 0.033 -0.373 0.091 0.122 0.119 0.121 0.117 0.020 0.036 -0.375 0.096 0.014 0.010 -0.392 0.082 0.122 0.131 0.115 0.118 0.020 0.021 -0.379 0.088 0.030 0.026 -0.384 0.097 0.121 0.121 0.127 0.126 0.033 0.022 -0.389 0.082 0.012 0.019 -0.382 0.104 0.124 0.120 0.114 0.120 0.022 0.024 -0.385 0.089 0.025 0.022 -0.385 0.097 0.122 0.124 0.124 0.123



Number 1: maximum force 0.07824 hartree/bohr, highest occupied orbital energy -9.663 eV, Kohn-Sham gap 6.03 eV. Number 2: maximum force 0.11738 hartree/bohr, highest occupied orbital energy -4.763 eV, Kohn-Sham gap 2.45 eV. Number 3: maximum force 0.16111 hartree/bohr, highest occupied orbital energy -3.192 eV, Kohn-Sham gap 2.62 eV.